Entry 1:
The following is a DFT calculation (ωB97M-V/def2-TZVPD) of an isolated molecule of C22H28N2O2.

Summary:
DFT total energy, eV: -30344.47810
ΔE to the lowest compared entry with this formula, charge and spin, kJ/mol: 125.64
2S+1: 1
Orbital gap, eV: 9.23
Highest occupied orbital energy, eV: -8.50
SMILES: C[C@@H]1CN([C@@H](C)C(=O)NC(c2ccccc2)c2ccccc2)C[C@H](C)O1
Total charge: 0

The geometry in XYZ format:
```
54
Properties=species:S:1:pos:R:3:forces:R:3
C 5.402 -1.658 -0.268 -0.33 0.23 0.29
C 4.228 -0.928 0.369 0.03 -0.02 -0.47
C 2.964 -1.019 -0.499 0.22 0.06 0.18
N 1.801 -0.398 0.119 0.04 0.07 -0.14
C 1.628 -0.962 1.454 0.29 -0.02 0.12
H 0.825 -0.431 1.968 -0.05 -0.08 0.04
C 2.903 -0.908 2.312 -0.41 0.06 0.22
C 2.711 -1.637 3.634 0.16 0.23 -0.41
H 3.633 -1.603 4.207 0.06 0.00 0.10
H 1.914 -1.169 4.205 -0.09 0.03 0.11
H 2.459 -2.678 3.447 -0.06 -0.13 0.00
O 3.985 -1.521 1.632 0.02 -0.09 0.00
H 3.158 0.148 2.509 -0.01 -0.13 -0.04
H 1.340 -2.012 1.328 -0.03 -0.01 0.13
C 1.754 1.063 0.124 0.00 0.14 0.00
C 2.042 1.678 -1.248 0.10 -0.08 0.22
H 1.749 2.726 -1.229 0.01 0.07 -0.02
H 1.469 1.172 -2.022 -0.04 -0.05 -0.10
H 3.100 1.628 -1.493 0.07 0.00 -0.07
C 0.331 1.499 0.499 0.39 -0.22 -0.01
O 0.100 2.445 1.223 0.01 0.38 0.22
N -0.616 0.756 -0.099 -0.45 -0.27 -0.05
H -0.313 -0.005 -0.688 0.13 -0.01 0.07
C -2.030 1.059 -0.021 0.08 0.29 0.00
C -2.859 -0.096 0.494 0.07 -0.06 0.12
C -2.290 -1.279 0.945 0.02 0.13 -0.04
C -3.092 -2.309 1.407 -0.07 -0.14 0.05
C -4.468 -2.171 1.422 0.02 -0.12 0.05
C -5.042 -0.991 0.976 -0.07 0.08 -0.01
C -4.243 0.038 0.516 0.02 -0.03 0.05
H -4.691 0.957 0.167 -0.07 0.08 -0.06
H -6.116 -0.874 0.988 -0.09 0.01 0.00
H -5.091 -2.976 1.782 -0.05 -0.07 0.03
H -2.637 -3.225 1.757 0.03 -0.08 0.03
H -1.217 -1.397 0.946 0.11 0.01 0.00
C -2.505 1.504 -1.389 -0.03 0.11 0.01
C -2.662 2.852 -1.680 0.01 -0.08 0.08
C -3.053 3.253 -2.946 -0.02 0.07 -0.09
C -3.287 2.310 -3.932 -0.03 0.08 -0.07
C -3.125 0.964 -3.650 0.04 -0.09 -0.06
C -2.734 0.563 -2.385 -0.01 0.07 0.01
H -2.615 -0.488 -2.163 -0.03 -0.13 0.02
H -3.305 0.225 -4.417 -0.02 -0.06 -0.06
H -3.595 2.623 -4.919 -0.03 0.03 -0.07
H -3.177 4.304 -3.163 -0.01 0.09 -0.02
H -2.474 3.588 -0.912 0.02 0.07 0.10
H -2.107 1.898 0.683 -0.01 -0.15 -0.17
H 2.436 1.517 0.860 -0.22 -0.02 -0.04
H 3.142 -0.580 -1.479 0.03 -0.04 -0.04
H 2.719 -2.078 -0.634 0.12 0.00 -0.06
H 4.488 0.136 0.516 -0.03 -0.11 0.00
H 5.145 -2.702 -0.422 -0.02 -0.14 -0.05
H 6.264 -1.609 0.392 0.12 0.00 0.02
H 5.654 -1.204 -1.222 0.06 0.03 -0.12
```
Positions in Å, forces in eV/Å.



Entry 2:
The following is a DFT calculation (ωB97M-V/def2-TZVPD) of an isolated molecule of C22H28N2O2S2.

Summary:
DFT total energy, eV: -52014.76249
ΔE to the lowest compared entry with this formula, charge and spin, kJ/mol: 0.00
2S+1: 1
Orbital gap, eV: 9.07
Highest occupied orbital energy, eV: -8.46
SMILES: Cc1ccsc1[C@@H](C(=O)NC1CCCCC1)N(C(=O)Cc1cccs1)C1CC1
Total charge: 0

The geometry in XYZ format:
```
56
Properties=species:S:1:pos:R:3:forces:R:3
C 2.676 2.632 1.580 -0.09 -0.03 -0.06
C 1.457 3.379 1.145 -0.21 -0.21 -0.05
C 0.300 2.785 0.717 -0.31 0.25 0.07
S -0.912 3.942 0.292 0.56 0.61 0.28
C 0.156 5.229 0.687 -0.29 -0.28 -0.16
C 1.364 4.792 1.123 -0.01 0.11 -0.05
H 2.167 5.439 1.427 0.14 0.14 0.07
H -0.177 6.242 0.585 -0.05 0.25 0.00
C 0.072 1.319 0.612 -0.02 -0.08 0.19
N 0.905 0.728 -0.452 -0.36 0.20 0.11
C 1.417 -0.499 -0.232 0.10 0.08 -0.39
O 1.064 -1.177 0.723 -0.04 -0.26 0.19
C 2.477 -1.012 -1.201 -0.10 -0.02 0.19
C 3.622 -1.555 -0.415 -0.08 -0.30 0.21
C 4.891 -1.071 -0.338 -0.23 -0.03 -0.15
C 5.712 -1.816 0.538 0.13 -0.12 0.17
C 5.048 -2.848 1.115 -0.29 -0.15 -0.09
S 3.407 -2.929 0.612 0.56 0.29 -0.09
H 5.419 -3.568 1.818 0.13 -0.13 0.15
H 6.746 -1.588 0.725 0.17 0.01 0.07
H 5.235 -0.217 -0.896 0.01 0.17 -0.13
H 2.018 -1.810 -1.792 -0.03 0.12 -0.09
H 2.828 -0.230 -1.869 -0.02 -0.09 -0.02
C 1.165 1.506 -1.626 0.28 0.16 -0.30
C 0.729 0.981 -2.966 0.07 -0.02 -0.12
C 0.025 2.150 -2.358 0.00 -0.04 -0.06
H 0.196 3.133 -2.769 0.10 0.05 0.02
H -0.975 2.010 -1.981 -0.06 -0.09 0.06
H 0.207 0.036 -2.985 -0.06 -0.09 0.09
H 1.378 1.139 -3.814 0.09 0.06 -0.02
H 2.095 2.067 -1.583 -0.10 0.03 -0.10
H 0.396 0.829 1.543 -0.10 0.13 -0.21
C -1.404 0.945 0.382 0.43 -0.24 0.26
O -2.239 1.751 0.015 -0.34 0.01 -0.17
N -1.643 -0.348 0.613 -0.13 -0.42 0.14
H -0.864 -0.943 0.883 0.07 0.20 -0.03
C -2.925 -0.984 0.387 0.04 -0.10 -0.02
C -2.831 -1.958 -0.790 -0.31 0.26 -0.04
C -4.172 -2.648 -1.020 0.22 -0.25 0.06
C -4.620 -3.380 0.241 -0.25 0.21 -0.08
C -4.716 -2.408 1.413 0.23 -0.26 0.07
C -3.375 -1.720 1.648 -0.29 0.26 -0.12
H -3.455 -1.011 2.474 0.09 0.00 0.03
H -2.621 -2.465 1.912 0.08 -0.04 0.06
H -5.020 -2.940 2.316 -0.08 0.06 0.02
H -5.476 -1.654 1.197 -0.08 0.04 0.03
H -5.588 -3.854 0.071 0.02 -0.09 0.01
H -3.900 -4.166 0.480 0.02 -0.09 0.01
H -4.087 -3.352 -1.850 -0.06 0.05 -0.06
H -4.920 -1.900 -1.290 -0.06 0.02 -0.07
H -2.529 -1.415 -1.689 0.10 0.01 0.01
H -2.064 -2.705 -0.571 0.09 -0.04 0.00
H -3.632 -0.182 0.148 0.05 -0.12 0.03
H 2.413 1.805 2.238 0.07 -0.09 0.07
H 3.206 2.213 0.724 0.11 -0.06 -0.03
H 3.355 3.297 2.108 0.09 -0.03 0.05
```
Positions in Å, forces in eV/Å.



Number 1: LUMO 0.73 eV. Number 2: LUMO 0.61 eV.